Computed, not measured: an isolated ion of composition C5H10O2 and charge -1 in a non-equilibrium geometry, with the ωB97M-V functional and the def2-TZVPD basis.

The spin multiplicity is 2. For the HOMO energy (spin up / spin down), the calculation gives 0.850 / -3.110 eV. The value obtained for the energy above the lowest of the compared OMol25 structures with the same formula, charge and spin is 0.366 eV. The total charge is -1. The total energy is -346.91973 hartree.

Geometry as XYZ:
```
17
Properties=species:S:1:pos:R:3:lowdin_charge:R:1
O -1.0721 -2.2038 1.0955 -0.2269
C -1.4921 -1.5989 0.0785 -0.4965
C -0.6279 -0.9072 -0.9566 -0.2506
C -0.7101 0.6240 -0.7528 -0.2569
C 0.1104 1.0683 0.4785 -0.2038
C 1.3922 0.3114 0.8830 -0.2562
O 2.2851 0.2710 -0.2498 -0.1108
H -2.5790 -1.3047 -0.0302 0.0496
H 0.4231 -1.1649 -0.8271 0.0778
H -0.9608 -1.2084 -1.9633 0.0698
H -0.4558 1.1651 -1.6907 0.0769
H -1.7479 0.8687 -0.5546 0.0741
H -0.5597 0.7893 1.3011 0.1004
H 0.2338 2.1510 0.5157 0.0867
H 1.7818 0.7866 1.7815 0.0983
H 1.1723 -0.7303 1.1339 0.1000
H 2.8067 1.0829 -0.2424 0.0680
```